[1]
Molecular formula: C5H8NOS
Method: DFT, wB97M-V/def2-TZVPD

Calculated values
- highest occupied orbital energy (spin up / spin down) (eV) = -12.8 / -12.7
- HOMO-LUMO gap (spin up / spin down) (eV) = 6.81 / 6.45
- charge = +1
- electronic energy (Eh) = -723.02146

Structure (XYZ):
```
16
Properties=species:S:1:pos:R:3:forces:R:3:lowdin_charge:R:1
C 1.537642 -0.502061 -0.335597 2.4 0.0 0.4 -0.254
C 1.351622 -1.431327 -1.318292 0.1 -1.6 -2.1 -0.362
C -1.056711 -0.400067 -1.714239 2.1 0.3 2.6 -0.420
C -0.650398 0.354076 2.132968 0.6 -2.6 -1.4 -0.047
C 0.027294 1.138298 0.997307 0.5 -0.1 -0.1 -0.202
N 0.703796 0.330507 0.032804 -3.6 0.4 -1.3 0.094
O -1.981045 0.431861 -1.927342 -0.5 -0.4 -1.0 0.127
S -0.071546 -1.542695 -2.250495 -0.1 -0.1 -0.3 1.149
H 2.557072 -0.429846 0.052318 0.1 -0.5 0.5 0.167
H 2.103650 -2.099715 -1.753675 -0.2 0.3 0.6 0.085
H -0.471757 0.813925 3.042345 -0.1 1.2 1.8 0.047
H -0.192403 -0.670672 2.281200 -0.1 1.1 -0.4 0.103
H -1.703459 0.109665 1.975131 0.1 0.6 -0.1 0.084
H 0.745862 1.902278 1.377285 -0.6 -0.3 -0.3 0.150
H -0.693615 1.534554 0.295194 -0.5 1.2 0.8 0.102
H -2.206006 0.461219 -2.886911 -0.1 0.5 0.3 0.177
```
Positions in Å, forces in eV/Å.

[2]
Molecular formula: C46H30Cl4N4OSY
Method: DFT, wB97M-V/def2-TZVPD

Calculated values
- highest occupied orbital energy (eV) = -9.7
- HOMO-LUMO gap (eV) = 5.74
- charge = +1
- electronic energy (Eh) = -4342.46873

Structure (XYZ):
```
87
Properties=species:S:1:pos:R:3:forces:R:3:lowdin_charge:R:1
Y 0.088641 0.126838 -0.068036 0.3 -0.3 -0.6 1.590
Cl 7.457446 0.535554 6.056026 0.0 0.0 0.0 0.692
C 6.082152 0.494002 5.010315 -0.1 0.0 -0.1 -0.670
C 6.249384 0.190177 3.668902 0.1 0.0 0.0 -0.090
C 5.144725 0.159596 2.832159 -0.1 0.0 0.0 -0.024
C 3.872388 0.423485 3.326411 -0.1 0.0 0.1 -0.227
C 3.723618 0.728726 4.678146 0.1 0.0 -0.1 -0.026
C 4.822164 0.766428 5.521209 0.0 0.0 0.1 -0.087
C 2.675169 0.409322 2.432423 0.0 0.0 0.0 -0.056
C 2.550371 1.504473 1.552226 0.0 0.0 0.0 -0.219
C 3.405032 2.664541 1.534539 0.0 0.0 0.0 0.027
C 2.892727 3.531339 0.624883 0.0 0.0 0.0 0.024
C 1.714120 2.920194 0.067166 -0.1 0.0 0.0 -0.223
C 0.838395 3.512832 -0.859025 0.1 0.0 -0.1 -0.052
C 1.274151 4.816408 -1.441321 -0.1 0.0 0.1 -0.219
C 0.550484 5.976352 -1.166405 0.1 -0.1 0.0 -0.025
C 0.947439 7.198381 -1.683240 0.0 0.0 0.0 -0.085
C 2.075291 7.263760 -2.487762 -0.1 -0.1 0.1 -0.669
Cl 2.574800 8.783955 -3.140193 0.0 0.0 0.0 0.694
C 2.807109 6.122217 -2.772082 0.1 0.0 -0.1 -0.090
C 2.406717 4.904864 -2.244112 0.0 0.0 0.0 -0.029
C -0.425178 3.031241 -1.262701 0.0 0.1 0.0 -0.227
N -1.063103 1.925864 -0.764249 0.0 -0.1 0.2 -0.023
C -2.277498 1.809065 -1.386764 0.0 0.0 0.0 -0.240
C -3.237431 0.798755 -1.145505 0.0 0.1 -0.1 -0.063
C -4.532356 0.928162 -1.876049 0.0 0.0 0.0 -0.215
C -4.925200 -0.042183 -2.794939 0.0 0.0 0.1 -0.032
C -6.119719 0.072213 -3.487194 0.0 -0.1 -0.1 -0.090
C -6.939258 1.166232 -3.257571 0.2 0.0 0.1 -0.670
Cl -8.423829 1.318939 -4.125038 -0.1 0.0 0.0 0.698
C -6.570881 2.140026 -2.341229 -0.1 0.1 0.0 -0.083
C -5.372319 2.017893 -1.658279 0.1 -0.1 0.0 -0.023
C -3.112052 -0.291286 -0.270967 0.0 0.0 0.0 -0.234
C -4.164022 -1.203683 0.108885 0.0 0.0 0.0 0.020
C -3.645229 -2.063909 1.020393 0.0 0.0 0.0 0.027
C -2.264394 -1.697091 1.222657 -0.1 0.0 0.0 -0.222
N -1.977708 -0.634789 0.415365 0.2 0.2 0.1 -0.023
C -1.390632 -2.285845 2.152674 0.1 -0.1 0.1 -0.062
C -0.095533 -1.856561 2.489928 0.0 0.0 0.0 -0.218
C 0.711667 -2.401005 3.555238 0.0 -0.1 0.0 0.026
C 1.841648 -1.659503 3.627824 0.1 0.0 0.0 0.024
C 1.755663 -0.635698 2.611364 0.0 0.0 0.1 -0.217
N 0.584751 -0.813475 1.919845 -0.2 0.3 0.1 -0.031
C -1.927704 -3.450677 2.924076 0.0 0.1 0.1 -0.235
C -2.454829 -3.254071 4.198262 0.0 0.0 -0.1 -0.023
C -2.961701 -4.317504 4.927628 0.0 0.0 0.1 -0.087
C -2.941702 -5.590872 4.378460 0.1 0.1 -0.1 -0.671
Cl -3.570383 -6.923602 5.281413 0.0 0.0 0.0 0.692
C -2.421263 -5.804560 3.112459 0.0 -0.1 0.0 -0.091
C -1.917840 -4.733303 2.390074 0.0 0.0 0.0 -0.022
C -2.407854 2.889403 -2.328134 -0.1 0.0 -0.1 0.012
C -1.276697 3.637227 -2.251823 0.0 0.0 0.0 0.016
N 1.549640 1.689409 0.644357 -0.2 0.0 0.1 -0.026
H 7.237539 -0.022193 3.284452 0.0 0.0 0.0 0.110
H 5.271331 -0.076960 1.782670 0.0 0.0 0.0 0.125
H 2.737203 0.947517 5.068023 0.0 0.0 0.0 0.129
H 4.703861 1.009600 6.568164 0.0 0.0 0.0 0.111
H 4.264619 2.810217 2.167598 0.0 0.0 0.0 0.121
H 3.256143 4.515979 0.381713 0.0 0.0 0.0 0.121
H -0.323496 5.915436 -0.529955 0.0 0.0 0.0 0.129
H 0.389884 8.097578 -1.460004 0.0 0.0 0.0 0.111
H 3.683866 6.187441 -3.401759 0.0 0.0 0.0 0.110
H 2.976776 4.009032 -2.458686 0.0 0.0 0.0 0.124
H -4.287241 -0.900791 -2.968799 0.0 0.0 0.0 0.111
H -6.419656 -0.681053 -4.203039 0.0 0.0 0.0 0.109
H -7.222525 2.984200 -2.162049 0.0 0.0 0.0 0.112
H -5.084856 2.771336 -0.935367 0.0 0.0 0.0 0.130
H -5.180954 -1.162704 -0.245353 0.0 0.0 0.0 0.120
H -4.157586 -2.857876 1.538949 0.0 0.0 0.0 0.121
H 0.437587 -3.236806 4.177822 0.0 0.0 0.0 0.121
H 2.661431 -1.779529 4.316280 0.0 0.0 0.0 0.120
H -2.468471 -2.255738 4.618256 0.0 0.0 0.0 0.130
H -3.372126 -4.161497 5.915798 0.0 0.0 0.0 0.111
H -2.409629 -6.803120 2.697474 0.0 0.0 0.0 0.109
H -1.509311 -4.899007 1.400529 0.0 0.0 0.0 0.123
H -3.252149 3.060048 -2.975434 0.0 0.0 0.0 0.118
H -1.039809 4.519518 -2.823028 0.0 0.0 0.0 0.119
C 0.928477 -0.796511 -4.700527 0.1 0.0 0.1 -0.226
S -0.292266 -0.591313 -3.417240 -0.2 0.0 -0.3 0.910
C -1.139089 -2.154172 -3.582315 0.0 0.0 0.1 -0.224
O 0.503294 -0.733781 -2.120833 0.0 0.0 0.2 -0.644
H 1.489567 -1.712517 -4.522197 0.0 0.0 0.0 0.073
H 1.583688 0.071105 -4.652722 0.0 0.0 0.0 0.066
H 0.422610 -0.825193 -5.664724 0.0 0.0 0.0 0.073
H -1.645013 -2.180188 -4.546836 0.0 0.0 0.0 0.074
H -1.870353 -2.198351 -2.775297 0.0 0.0 0.0 0.052
H -0.416925 -2.964761 -3.496751 0.0 0.0 0.0 0.074
```
Positions in Å, forces in eV/Å.

[3]
Molecular formula: C5H4O2
Method: DFT, wB97M-V/def2-TZVPD

Calculated values
- highest occupied orbital energy (eV) = -9.4
- HOMO-LUMO gap (eV) = 7.79
- charge = 0
- electronic energy (Eh) = -343.20002

Structure (XYZ):
```
11
Properties=species:S:1:pos:R:3:forces:R:3:lowdin_charge:R:1
C 0.621855 0.117291 0.033155 1.0 -0.1 -0.2 0.071
C -0.437593 -0.724232 0.080274 2.4 2.5 -1.3 -0.280
C -1.148080 -1.880957 -0.016641 0.3 -1.5 0.2 0.194
C 2.014043 -0.492299 0.024989 1.1 0.1 1.1 -0.498
C -1.864638 -0.637506 0.315383 -0.9 -1.4 -0.7 -0.099
O 2.378555 -1.640786 -0.041552 -1.2 0.1 -0.4 0.101
O 2.987189 0.457498 0.212986 -1.0 0.7 -0.4 0.064
H 0.633136 1.256043 -0.041471 -0.5 -1.9 0.2 0.144
H -2.195516 -0.148250 1.143456 -0.2 1.5 2.7 0.092
H -2.740834 -0.774444 -0.257881 -0.8 0.3 -1.3 0.093
H 3.843304 0.022564 0.110417 -0.1 -0.2 0.1 0.116
```
Positions in Å, forces in eV/Å.

[4]
Molecular formula: C35H37BF4IrP2
Method: DFT, wB97M-V/def2-TZVPD

Calculated values
- highest occupied orbital energy (spin up / spin down) (eV) = -11.4 / -14.5
- HOMO-LUMO gap (spin up / spin down) (eV) = 5.49 / 4.19
- multiplicity = 6
- charge = +2
- electronic energy (Eh) = -2566.55509
- <S²> = 8.77

Structure (XYZ):
```
80
Properties=species:S:1:pos:R:3:forces:R:3:lowdin_charge:R:1
Ir -1.584550 -0.628814 1.427962 -1.4 -1.8 2.8 1.195
C 3.290048 -0.687938 -2.055545 -0.7 -2.8 -3.4 0.077
C 3.533341 0.294002 -1.184742 1.2 3.5 2.0 0.032
C 3.847215 1.717138 -1.573216 -1.0 0.1 0.1 -0.122
C 3.138952 2.306635 -2.825879 0.4 0.5 0.0 -0.160
C 1.718025 1.890515 -3.089122 -0.3 0.0 -0.4 -0.094
C 1.350424 0.774818 -3.729184 0.2 0.8 -0.2 -0.088
C 2.284801 -0.199551 -4.359944 -0.2 -0.6 -0.1 -0.142
C 3.542300 -0.537301 -3.533880 0.9 -0.4 0.2 -0.131
C -3.651525 -0.305030 1.501364 -1.7 1.0 0.2 -0.172
H 2.975187 -1.690167 -1.725892 0.0 0.6 0.1 0.151
H 3.608894 0.079928 -0.119167 0.1 -0.2 -0.2 0.124
H 4.929031 1.861233 -1.743556 0.0 -0.4 0.4 0.160
H 3.594412 2.370450 -0.719980 0.3 -0.4 -0.1 0.127
H 3.101593 3.393132 -2.658270 0.3 -0.3 -0.1 0.129
H 3.784990 2.174561 -3.708785 -0.4 0.0 0.2 0.123
H 0.980753 2.680629 -2.873564 0.2 -0.7 0.0 0.120
H 0.318467 0.577660 -3.982466 0.1 0.3 0.0 0.076
H 2.623221 0.164417 -5.345583 -0.2 -0.1 0.3 0.146
H 1.731942 -1.128623 -4.547513 0.2 0.1 0.0 0.125
H 3.926107 -1.489607 -3.924584 -0.1 0.1 0.2 0.138
H 4.320109 0.215443 -3.743268 -0.3 -0.3 0.3 0.125
H -4.102296 -1.296481 1.691797 0.5 0.1 -0.1 0.055
H -4.146022 0.224990 0.660434 0.4 -0.5 0.5 0.036
H -3.742300 0.316431 2.410745 0.2 -0.2 -0.2 0.055
P 0.649663 -0.432312 1.643403 2.7 1.3 -0.8 0.920
P -1.775266 0.606354 -0.276885 0.0 2.4 -3.9 0.779
C 0.911653 0.784869 0.331520 3.3 -1.8 3.3 -0.352
C -0.081664 1.149446 -0.515102 -3.7 0.7 -2.5 -0.335
C 1.325819 0.160439 3.233223 0.1 0.0 0.0 -0.341
C 2.486867 0.947418 3.185585 0.1 -0.1 0.4 -0.097
C 3.096300 1.379679 4.369471 -0.3 -0.1 -0.2 -0.051
C 2.518050 1.069121 5.608715 0.0 -0.1 -0.3 -0.037
C 1.335104 0.322353 5.665393 0.2 0.2 -0.3 -0.032
C 0.736365 -0.122051 4.483163 0.0 -0.2 -0.2 -0.051
C 1.299110 -2.110220 1.228644 -0.3 -0.2 0.8 -0.339
C 0.586902 -2.933859 0.343059 0.0 -0.2 0.0 -0.106
C 1.040122 -4.228749 0.073166 0.0 0.2 0.0 -0.053
C 2.197211 -4.703711 0.697240 0.1 0.2 0.0 -0.042
C 2.894061 -3.901142 1.606845 -0.3 0.3 -0.1 -0.044
C 2.421394 -2.619493 1.905924 0.0 0.0 0.0 -0.066
C -2.798693 2.137620 -0.193622 0.1 -0.5 -0.1 -0.346
C -2.715339 2.892533 0.985088 -0.2 0.3 0.1 -0.095
C -3.496039 4.044606 1.137596 0.2 -0.3 -0.1 -0.045
C -4.355496 4.438319 0.107225 0.1 -0.1 0.0 -0.042
C -4.452049 3.678210 -1.060845 0.3 -0.2 0.0 -0.045
C -3.669566 2.527528 -1.220929 -0.1 0.2 0.2 -0.062
C -2.346783 -0.459546 -1.656410 0.1 0.2 0.3 -0.342
C -3.234355 -1.526843 -1.465361 0.0 0.1 -0.3 -0.085
C -3.683335 -2.254959 -2.574041 0.3 0.2 0.0 -0.040
C -3.181268 -1.975724 -3.850964 0.1 0.2 0.3 -0.041
C -2.237927 -0.954514 -4.023788 0.0 0.1 0.3 -0.049
C -1.843328 -0.183882 -2.925331 -0.2 -0.2 -0.4 -0.104
H 1.890558 1.280675 0.277694 -0.7 0.0 0.4 0.036
H 0.065304 1.878224 -1.307345 -0.1 0.1 0.5 0.047
H 2.915636 1.211462 2.220586 0.1 0.0 0.2 0.086
H 4.019112 1.960358 4.314793 -0.3 -0.2 0.1 0.117
H 2.993772 1.413949 6.528389 -0.2 -0.1 -0.3 0.122
H 0.882509 0.087569 6.630468 0.1 0.1 -0.4 0.127
H -0.193309 -0.683081 4.540189 0.2 0.0 0.0 0.088
H -0.361142 -2.585350 -0.085732 0.3 -0.1 -0.1 0.084
H 0.493983 -4.870103 -0.622949 0.1 0.2 0.3 0.121
H 2.558338 -5.710235 0.485373 -0.1 0.3 0.0 0.123
H 3.794480 -4.265280 2.094375 -0.2 0.0 0.0 0.121
H 2.908294 -2.013913 2.674063 -0.1 -0.2 -0.3 0.112
H -2.062546 2.562531 1.796717 -0.1 0.2 -0.2 0.106
H -3.433549 4.625742 2.059298 0.0 -0.2 -0.3 0.121
H -4.951004 5.344753 0.217827 0.1 -0.3 0.0 0.122
H -5.135838 3.976738 -1.852622 0.2 0.0 0.2 0.119
H -3.741574 1.930636 -2.126856 -0.1 0.1 0.1 0.108
H -3.573409 -1.769344 -0.457707 -0.1 0.0 -0.4 0.078
H -4.430345 -3.032340 -2.441963 0.2 0.0 0.0 0.120
H -3.525573 -2.547075 -4.712050 0.1 0.1 0.2 0.121
H -1.819439 -0.749501 -5.012242 -0.2 0.0 0.3 0.117
H -1.144517 0.639113 -3.034048 -0.3 -0.1 0.0 0.072
F -1.611701 -1.811553 3.038268 -0.1 -1.0 0.6 -0.240
B -2.738637 -1.915172 4.249053 -0.4 -0.4 1.3 -1.086
F -2.977401 -0.589743 4.570054 0.2 -0.6 -0.6 0.149
F -3.785002 -2.580320 3.663345 0.7 0.5 0.1 0.177
F -2.037633 -2.598697 5.202877 -0.3 0.4 -0.7 0.191
```
Positions in Å, forces in eV/Å.